Here is a 6-piece molecular cluster, C41H38N3O11 overall at a distorted geometry from the OMol25 dataset. Energies are from ωB97M-V with the def2-TZVPD basis set.

Geometry as XYZ:
```
93
Properties=species:S:1:pos:R:3:forces:R:3
C 3.7356 0.9359 3.7807 -1.9457 1.6080 -1.7830
C 2.9795 1.6773 2.8156 2.4640 -2.6063 3.2658
N 3.1432 1.3173 1.3942 -0.1781 0.1891 -4.1504
C 3.5391 0.0007 0.8377 -0.0679 1.0528 -4.4713
C 3.5670 0.0963 -0.7280 -0.8275 2.3080 5.9500
N 3.1723 1.5009 -0.9681 0.4373 -1.9108 3.7610
C 2.9384 2.2052 0.2842 0.3391 -1.9777 -1.6068
C 2.5483 3.7439 0.1447 0.5294 -0.1210 0.4043
C 1.8674 4.4264 1.4254 -0.3056 0.8393 -0.3023
C 0.3512 3.9698 1.7343 0.2595 0.8636 0.6288
C -0.5637 3.7102 0.4391 -0.7669 0.7960 0.6196
N -0.4224 2.3633 -0.1892 -0.6223 -0.5330 1.9076
C -0.6231 1.2557 0.7427 3.6126 -2.0465 0.1291
C -1.8783 1.0507 1.7141 -0.1447 -0.0858 -0.6289
O 0.3221 0.3797 0.8110 -3.5372 2.8964 -0.4575
H 4.3481 0.0025 3.5455 -0.7634 1.7124 0.2049
H 3.6741 1.2618 4.8765 -0.0825 -0.6278 -1.8549
H 2.2626 2.4640 3.2336 1.1866 -1.1410 -1.5624
H 3.8134 -0.9465 1.4305 -0.7328 2.0936 -0.8443
H 3.8248 -0.7084 -1.4933 -0.5446 1.5934 1.0802
H 3.0806 1.9032 -1.9195 0.0779 -0.1933 1.2204
H 1.8900 3.8396 -0.8081 1.0499 -0.1937 1.7245
H 3.5206 4.3295 -0.0818 -1.4233 -1.1034 0.3429
H 1.8194 5.5664 1.2015 0.2106 -1.9566 0.1936
H 2.5576 4.3447 2.3551 -1.2070 0.0365 -1.6590
H 0.3807 3.1075 2.4909 -0.3748 0.8982 -1.3362
H -0.1364 4.8598 2.2982 0.8718 -1.6571 -0.9510
H -0.3711 4.5791 -0.3083 -0.3005 -1.7174 1.0129
H -1.6705 3.8235 0.7465 2.0477 -0.2130 -0.4109
H 0.4236 2.2603 -0.7636 -0.5653 -0.4257 0.7778
H -1.6486 1.3173 2.8204 -0.2429 -0.1123 -2.0802
H -2.8031 1.5946 1.3111 1.3848 -0.6154 0.8218
H -2.1127 -0.0784 1.7127 0.5415 1.7943 -0.1551
C -3.2907 7.7119 1.3421 -0.1204 0.2170 -0.0581
C -4.4238 8.2801 0.9267 0.3503 0.0592 0.1496
C -5.5253 7.4713 0.3633 -0.5364 0.3291 -0.1783
O -6.5575 7.9879 -0.0174 0.3878 -0.2209 0.1342
C -5.3230 6.0089 0.2796 0.1781 -0.3878 0.0248
C -4.1899 5.4414 0.6951 -0.2150 0.0017 -0.0873
C -3.0888 6.2505 1.2584 0.1755 0.0296 0.1370
O -2.0518 5.7315 1.6408 -0.5580 0.4785 0.0288
H -2.4736 8.2890 1.7566 0.0025 -0.0367 0.0081
H -4.5880 9.3491 0.9818 -0.0383 -0.0299 -0.0142
H -6.1400 5.4315 -0.1348 -0.0128 0.0464 -0.0001
H -4.0258 4.3721 0.6401 -0.0210 0.0067 0.0088
C 0.0384 0.0467 5.3110 0.0418 -0.3077 -0.1127
C -0.0447 -1.2780 5.4408 0.1446 0.2807 -0.2809
C -0.6370 -1.8942 6.6473 -0.0887 -0.5930 0.1697
O -0.7114 -3.1022 6.7673 0.0511 0.4215 -0.0942
C -1.1342 -0.9855 7.7020 -0.0611 0.3304 0.1311
C -1.0507 0.3397 7.5714 -0.0890 -0.2466 0.1741
C -0.4586 0.9550 6.3653 -0.0228 0.4411 0.0587
O -0.3832 2.1649 6.2431 0.0380 -0.3069 -0.0831
H 0.4698 0.5152 4.4346 0.0037 0.0015 -0.0216
H 0.3142 -1.9572 4.6771 -0.0304 -0.0284 0.0270
H -1.5655 -1.4533 8.5782 0.0165 -0.0331 -0.0326
H -1.4093 1.0193 8.3346 0.0203 0.0201 -0.0417
C 1.3981 -5.0814 -3.8851 0.2078 0.1197 -0.1924
C 2.1453 -4.0362 -4.2443 -0.0040 -0.2353 -0.1002
C 2.1001 -2.7666 -3.4891 0.1362 0.0741 -0.0535
O 2.7822 -1.8082 -3.8183 -0.0788 -0.1009 0.2537
C 1.1971 -2.7000 -2.3208 -0.1274 -0.0872 0.1365
C 0.4500 -3.7444 -1.9614 0.0115 0.3699 0.2086
C 0.4952 -5.0144 -2.7165 -0.2194 -0.3949 0.0121
O -0.1850 -5.9673 -2.3868 0.4681 0.4681 -0.3083
H 1.4179 -6.0187 -4.4269 -0.0166 0.0098 0.0204
H 2.8122 -4.0685 -5.0971 -0.0504 0.0372 -0.0132
H 1.1771 -1.7620 -1.7789 -0.0380 0.0150 0.0258
H -0.2175 -3.7121 -1.1084 -0.0402 -0.0668 -0.0161
C 2.7701 0.0128 -9.1016 0.0576 -0.3238 -0.1333
C 2.6879 -1.3121 -8.9687 0.0948 0.2567 -0.1882
C 2.1025 -1.9260 -7.7585 -0.0079 -0.4574 -0.0236
O 2.0286 -3.1353 -7.6344 0.0372 0.3270 0.0559
C 1.6105 -1.0160 -6.7030 -0.1085 0.3283 0.1297
C 1.6926 0.3082 -6.8356 -0.0903 -0.3120 0.1937
C 2.2780 0.9227 -8.0455 0.0496 0.5253 -0.0991
O 2.3514 2.1315 -8.1677 -0.0199 -0.3626 0.0909
H 3.1965 0.4796 -9.9807 -0.0188 0.0325 0.0304
H 3.0429 -1.9926 -9.7327 -0.0212 -0.0191 0.0400
H 1.1844 -1.4823 -5.8245 0.0063 0.0049 -0.0768
H 1.3376 0.9884 -6.0712 -0.0017 0.0223 -0.0488
C -2.0151 -7.5009 -0.5874 -0.0287 -0.2958 -0.2485
C -2.1007 -8.8257 -0.4526 0.0539 0.2829 -0.0749
C -2.6859 -9.4369 0.7591 0.0237 -0.5793 -0.0315
O -2.7628 -10.6450 0.8840 0.0059 0.3850 0.0007
C -3.1741 -8.5239 1.8149 -0.0740 0.3382 0.1682
C -3.0885 -7.1997 1.6802 -0.0989 -0.2161 0.2037
C -2.5031 -6.5885 0.4683 0.0374 0.2974 -0.0794
O -2.4263 -5.3779 0.3440 0.0151 -0.2268 0.0681
H -1.5891 -7.0363 -1.4675 -0.1504 -0.0904 0.2345
H -1.7486 -9.5080 -1.2165 -0.0285 -0.0187 0.0324
H -3.6005 -8.9884 2.6953 0.0124 -0.0339 -0.0289
H -3.4405 -6.5174 2.4443 0.0102 0.0110 -0.0266
```
Positions in Å, forces in eV/Å.

Values from the calculation:
**Spin multiplicity**: 1
**Total charge**: +1
**Molecular weight**: 748.77 u
**HOMO energy**: -0.4177 Ha